No. 1
105
Properties=species:S:1:pos:R:3 method="wB97M-V/def2-TZVPD" e_homo_ev=-9.324 smiles="C[C@@]1(N(C(=O)F)C(=O)F)C(=O)O[C@H](CN)[C@@H]1CCO.O=C1CCCO1.O=C1CCCO1.O=C1CCCO1.O=C1CCCO1.O=C1CCCO1.O=C1CCCO1" total_energy_ev=-79292.654 lumo_ha=0.01054
C 1.5313 -3.8751 3.2246
C 0.5285 -3.8864 2.0619
N 0.2260 -2.4548 1.7630
C -0.6799 -2.2329 0.6769
O -0.4470 -2.3166 -0.4734
F -1.8813 -1.8673 1.1128
C 1.3914 -1.6724 1.5319
O 2.3739 -1.9648 0.9453
F 1.2227 -0.4595 2.0796
C 1.0074 -4.7138 0.8537
O 2.1273 -5.0100 0.5752
O -0.0970 -5.0929 0.1660
C -1.0881 -5.4629 1.1432
C -2.5117 -5.5374 0.6412
N -2.7798 -6.6229 -0.2965
C -0.7385 -4.6967 2.4623
C -1.8260 -3.8873 3.1605
C -2.3002 -4.4714 4.5035
O -1.2564 -5.0110 5.3051
H 1.2896 -3.0476 3.8898
H 2.5490 -3.8008 2.8467
H 1.4639 -4.7833 3.8144
H -0.8446 -6.5115 1.3580
H -2.8650 -4.5938 0.2170
H -3.1223 -5.7152 1.5312
H -2.7107 -7.5084 0.1909
H -2.0663 -6.6268 -1.0212
H -0.3871 -5.4942 3.1068
H -2.7178 -3.7800 2.5419
H -1.4918 -2.8712 3.3567
H -2.7183 -3.6457 5.0783
H -3.1119 -5.1912 4.3712
H -1.1334 -5.9306 5.0480
O 5.4501 3.9212 -0.2354
C 4.6947 2.9980 -0.1437
C 3.5971 2.5908 -1.1099
C 2.7596 1.6251 -0.2730
C 3.7974 1.0545 0.6807
O 4.7471 2.1209 0.8845
H 4.0585 2.1002 -1.9686
H 3.0403 3.4633 -1.4399
H 2.2472 0.8605 -0.8550
H 2.0084 2.1810 0.2898
H 4.3242 0.1974 0.2569
H 3.3749 0.7670 1.6374
O -0.2026 5.0349 1.0257
C -0.7482 4.1224 0.4757
C -1.8103 4.1789 -0.5978
C -2.3643 2.7564 -0.5943
C -1.1547 1.9519 -0.1410
O -0.4239 2.8285 0.7390
H -1.3373 4.4342 -1.5516
H -2.5609 4.9254 -0.3549
H -2.7588 2.4332 -1.5563
H -3.1592 2.6787 0.1463
H -0.5013 1.6785 -0.9748
H -1.4281 1.0497 0.4032
O -4.9167 3.0728 1.4275
C -4.9164 4.1685 1.9088
C -6.0742 5.1404 2.0306
C -5.3652 6.4608 2.3354
C -4.1057 5.9832 3.0489
O -3.8076 4.7044 2.4628
H -6.7127 4.8134 2.8525
H -6.6479 5.1670 1.1089
H -5.9530 7.1590 2.9272
H -5.0944 6.9551 1.4016
H -4.2628 5.8411 4.1200
H -3.2529 6.6408 2.9030
O 10.5019 2.4775 4.5674
C 9.6686 2.3718 3.7163
C 9.6535 1.3989 2.5499
C 8.5959 2.0013 1.6260
C 7.6833 2.7105 2.6164
O 8.5490 3.1288 3.6913
H 9.3621 0.4170 2.9258
H 10.6369 1.3396 2.0928
H 8.0708 1.2749 1.0096
H 9.0596 2.7326 0.9630
H 6.9197 2.0464 3.0251
H 7.1965 3.5825 2.1891
O -2.0973 -7.5732 -2.8092
C -2.8557 -7.3391 -3.7047
C -2.9825 -8.0752 -5.0255
C -3.7962 -7.0980 -5.8727
C -4.6099 -6.3700 -4.8098
O -3.7722 -6.3505 -3.6418
H -3.5152 -9.0105 -4.8480
H -2.0009 -8.2851 -5.4394
H -4.4124 -7.5705 -6.6346
H -3.1255 -6.3961 -6.3695
H -5.5336 -6.8962 -4.5603
H -4.8519 -5.3461 -5.0828
O -1.9140 5.3168 -3.3522
C -1.1692 5.5895 -4.2497
C -0.5224 6.9289 -4.5421
C -0.0328 6.7542 -5.9793
C 0.2157 5.2522 -6.0423
O -0.7551 4.6726 -5.1509
H 0.3002 7.0737 -3.8401
H -1.2444 7.7322 -4.4305
H 0.8470 7.3434 -6.2276
H -0.8280 7.0269 -6.6741
H 1.2120 4.9808 -5.6876
H 0.0706 4.8349 -7.0352



No. 2
118
Properties=species:S:1:pos:R:3 method="wB97M-V/def2-TZVPD" e_homo_ev=-9.550 smiles="O=C([O-])[N@@H+]1CCCC[C@@H]1CP(=O)(O)O.O=C1OCCO1.O=C1OCCO1.O=C1OCCO1.O=C1OCCO1.O=C1OCCO1.O=C1OCCO1.O=C1OCCO1.O=C1OCCO1.O=C1OCCO1" total_energy_ev=-112371.721 lumo_ha=0.00322
O 1.8638 -0.4890 1.7139
C 1.4174 0.6717 1.6879
O 1.5166 1.5095 2.5715
N 0.7171 1.0175 0.3871
C 1.6523 1.2031 -0.7636
C 2.4704 2.5005 -0.6851
C 1.9247 3.5745 0.2940
C 0.3970 3.5329 0.5154
C -0.2465 2.1297 0.4803
C -1.2680 1.9250 1.6310
P -2.9375 2.4474 1.1424
O -3.1162 3.8986 1.2535
O -3.2956 2.0212 -0.3906
O -4.0689 1.7330 2.0563
H 0.1810 0.1813 0.1508
H 2.2534 0.3060 -0.9002
H 0.9910 1.2804 -1.6393
H 2.4436 2.9383 -1.6884
H 3.5129 2.2417 -0.4862
H 2.3998 3.3953 1.2612
H 2.2854 4.5540 -0.0284
H 0.1222 4.0546 1.4336
H -0.0520 4.1205 -0.2962
H -0.8461 2.0908 -0.4366
H -1.2377 0.8995 2.0208
H -0.9786 2.5731 2.4609
H -2.7775 2.6140 -0.9517
H -4.9344 1.8115 1.5967
O 1.6827 -0.4673 9.0050
C 1.7715 -0.2483 7.8402
O 1.3641 -1.0950 6.8673
C 1.4248 -0.3932 5.6163
C 2.4410 0.6772 5.8982
O 2.2985 0.8876 7.3103
H 1.7286 -1.0538 4.8088
H 0.4390 0.0160 5.3891
H 3.4620 0.3488 5.6934
H 2.2470 1.5928 5.3460
O 0.4986 2.3465 -3.3019
C 0.0103 1.6274 -4.1206
O -0.1337 1.9354 -5.4249
C -0.5408 0.7424 -6.1114
C -1.1773 -0.0678 -5.0094
O -0.4700 0.3942 -3.8480
H -1.2330 0.9747 -6.9165
H 0.3436 0.2602 -6.5312
H -2.2389 0.1479 -4.8868
H -1.0494 -1.1387 -5.1434
O -6.6507 1.1797 0.3239
C -6.2910 0.3693 -0.4733
O -5.2569 -0.4867 -0.2738
C -5.2747 -1.4314 -1.3463
C -5.9979 -0.6942 -2.4321
O -6.8523 0.1848 -1.6906
H -4.2628 -1.7078 -1.6321
H -5.8094 -2.3263 -1.0221
H -5.3286 -0.0977 -3.0528
H -6.5745 -1.3561 -3.0730
O 4.0496 -0.8562 -2.3711
C 4.4926 -1.1449 -1.3015
O 4.5363 -2.4042 -0.8054
C 5.3306 -2.3734 0.3894
C 5.2124 -0.9320 0.8154
O 5.0079 -0.2553 -0.4320
H 4.9430 -3.0665 1.1315
H 6.3557 -2.6567 0.1414
H 4.3461 -0.7531 1.4560
H 6.1052 -0.5638 1.3151
O 7.5587 -1.8480 7.8687
C 6.7668 -1.1184 8.3672
O 7.0433 -0.2650 9.3872
C 5.9130 0.5969 9.5527
C 4.7887 -0.2199 8.9670
O 5.4654 -1.0268 7.9946
H 5.7573 0.8366 10.6018
H 6.0920 1.5223 9.0004
H 4.3191 -0.8726 9.7037
H 4.0286 0.3907 8.5024
O 1.7338 -4.2839 -6.5001
C 2.6469 -4.1197 -5.7586
O 3.7824 -4.8657 -5.7618
C 4.7239 -4.2254 -4.8945
C 3.8337 -3.4287 -3.9742
O 2.6921 -3.1655 -4.7974
H 5.3276 -4.9602 -4.3665
H 5.3811 -3.5921 -5.4944
H 3.5153 -4.0032 -3.1019
H 4.2927 -2.5042 -3.6368
O -4.2038 -0.6243 -5.8143
C -5.3046 -0.5038 -6.2483
O -6.3251 0.0901 -5.5814
C -7.4077 0.2542 -6.5000
C -7.1240 -0.8150 -7.5285
O -5.7004 -0.9345 -7.4663
H -8.3641 0.1171 -6.0011
H -7.3670 1.2621 -6.9174
H -7.5695 -1.7768 -7.2684
H -7.4464 -0.5342 -8.5284
O 4.5502 3.7959 3.1247
C 3.7993 4.5112 3.6988
O 4.1304 5.2700 4.7766
C 3.0400 6.1552 5.0367
C 1.8725 5.4287 4.4136
O 2.4937 4.6809 3.3670
H 2.9166 6.3145 6.1054
H 3.2418 7.1147 4.5558
H 1.3923 4.7340 5.1061
H 1.1202 6.1046 4.0131
O -6.0694 -3.5485 -4.7190
C -6.1601 -4.4762 -3.9824
O -6.8495 -5.6086 -4.2538
C -6.5374 -6.5649 -3.2368
C -6.1086 -5.6879 -2.0852
O -5.5861 -4.5349 -2.7524
H -7.4048 -7.1765 -3.0011
H -5.7339 -7.2113 -3.5943
H -6.9469 -5.3826 -1.4556
H -5.3487 -6.1516 -1.4609